*1*
Here is a structure of composition C8H13N from the OMol25 dataset. Energies are from ωB97M-V with the def2-TZVPD basis set.

## Properties
Highest occupied orbital energy in Ha: -0.33178

ORCA input file:
```
! RIJCOSX wB97M-V def2-TZVPD def2/J DEFGRID3
* xyz 0 1
H 2.2418 -1.5773 -2.2528
H -0.2670 -1.2631 2.5201
H 0.8998 1.2627 0.0180
H -2.1082 1.8396 -1.1143
H -1.0136 2.3311 2.0323
H -2.4487 1.5450 1.8785
H 0.2285 0.5598 -2.4002
C -1.5754 1.8006 1.2342
C 0.1814 -0.0915 -1.4595
C -1.3474 2.0643 -0.4167
C -0.2361 0.9900 -0.2229
C 0.0386 -0.6944 1.5604
H -0.4815 -0.7772 -1.5935
H 2.3655 -0.4798 -0.6469
H -1.0244 2.9618 -0.5792
C 0.9625 -1.2294 0.9271
H -1.6485 -0.1469 0.7672
N 1.5432 -2.2553 -1.4549
C -0.8526 0.4147 1.0588
H 0.3484 -2.3495 -2.2141
C 1.3201 -0.8523 -0.5959
H 1.1594 -2.5311 1.2569
*
```



*2*
Here is a structure of composition C8H13N from the OMol25 dataset. Energies are from ωB97M-V with the def2-TZVPD basis set.

## Properties
Highest occupied orbital energy in Ha: -0.32770

ORCA input file:
```
! RIJCOSX wB97M-V def2-TZVPD def2/J DEFGRID3
* xyz 0 1
H -2.0549 2.4858 -1.3704
H 1.3683 -1.8817 1.9003
H -2.4973 -0.1778 0.0544
H -0.7863 -2.2028 -0.0986
H 0.4683 2.4715 0.3675
C -0.1104 1.8759 -0.3900
C 1.8560 -0.6812 -0.0630
C 1.0171 -1.2942 1.0584
H 0.9078 -2.6893 -0.5720
H 0.6930 0.5850 2.0019
H 2.3837 0.2743 0.1049
C 0.1190 -0.1507 1.3791
C -0.2333 0.3599 -0.0335
H -2.0700 2.4521 0.4702
C 0.3039 -1.9298 -0.1266
C -1.6427 1.9481 -0.4873
H -0.8159 -0.2953 1.8774
C -1.7202 0.3410 -0.5755
H 0.3187 1.9272 -1.3393
N 0.5573 -0.6132 -0.8401
H 2.4503 -1.4989 -0.4917
H -1.8020 0.0281 -1.5937
*
```



*3*
Here is a cluster of 2 separate species, C8H13N in total from the OMol25 dataset. Energies are from ωB97M-V with the def2-TZVPD basis set.

## Properties
SMILES string: C[C@]12CC[C@H]1C2.CC#N
Highest occupied orbital energy in Ha: -0.33315

ORCA input file:
```
! RIJCOSX wB97M-V def2-TZVPD def2/J DEFGRID3
* xyz 0 1
C -1.2515 -0.6656 -1.3733
H 0.7427 1.1286 0.0649
C -0.1226 0.7609 0.5467
C -2.2554 0.5851 0.6792
H -1.8751 0.0280 -1.9309
H 3.5728 -1.0014 0.8407
C -0.2042 -0.6214 0.9660
H 4.7886 -0.6693 -0.3892
H -0.2481 -0.5968 -1.8776
C 3.8794 -0.2373 0.1735
H -0.4809 -0.8154 1.9491
H -1.5354 2.4665 0.8767
N 2.2042 0.1121 -1.7483
C 2.9315 -0.0412 -0.8876
C -1.2080 1.5523 1.3001
H -3.0326 -0.0408 1.3024
H 4.0460 0.6378 0.6464
H 0.5770 -1.3209 0.6639
H -1.2934 1.6024 2.4261
H -1.6608 -1.7329 -1.3490
C -1.1838 -0.0994 -0.0662
H -2.8570 1.2442 -0.0385
*
```



Most favorable structure: *2*. The second most favorable one is 26.6 kJ/mol above it.



*1*
Here is a structure of composition C5H11P from the OMol25 dataset. Energies are from ωB97M-V with the def2-TZVPD basis set.

## Properties
Highest occupied orbital energy in Ha: -0.30175

ORCA input file:
```
! RIJCOSX wB97M-V def2-TZVPD def2/J DEFGRID3
* xyz 0 1
H 1.5075 2.0836 1.2445
C 0.5280 1.8318 1.5962
H -0.7301 -1.8700 -1.9955
C 0.0111 0.0811 0.8708
H 0.3743 -1.8903 1.4681
H -0.4012 0.7194 -2.8893
H -0.2972 2.4254 1.2114
C -1.0426 -1.7554 -0.9384
H 0.7374 -0.8038 2.6562
H -2.0684 -2.1393 -0.7897
C 0.1781 0.7890 -1.9182
H -0.3192 -2.2375 -0.3806
C 0.4135 -0.8844 1.6531
H 0.5863 1.5317 2.6380
H 1.1308 0.2041 -2.0244
H 0.3770 1.8554 -1.8138
P -0.9853 0.0591 -0.5884
*
```



*2*
Here is a cluster of 2 separate species, C5H11P in total from the OMol25 dataset. Energies are from ωB97M-V with the def2-TZVPD basis set.

## Properties
SMILES string: C=C=C.CPC
Highest occupied orbital energy in Ha: -0.34558

ORCA input file:
```
! RIJCOSX wB97M-V def2-TZVPD def2/J DEFGRID3
* xyz 0 1
H 2.5116 1.3769 -1.1545
C -3.6412 -0.7459 -1.8039
H 0.7156 -0.4679 0.7007
H 1.3136 1.6248 0.0469
H 0.7094 0.6759 -1.3686
P 2.0113 -0.6652 0.1057
C 2.9761 0.2888 1.4303
H 2.6990 0.0306 2.4429
H 2.9311 1.3502 1.3331
C 1.6364 0.9477 -0.7354
H -3.6151 -1.6187 -2.4360
H -1.4754 -0.8277 0.6612
H -3.1611 -0.6315 1.4853
H -3.9174 0.2551 -2.0692
C -3.1398 -0.8401 -0.6214
H 4.0316 0.0491 1.4608
C -2.5859 -0.8021 0.5218
*
```



Most favorable structure: *1*. The second most favorable one is 51.3 kJ/mol above it.



*1*
Here is a cluster of 2 separate species, C2H7NS in total from the OMol25 dataset. Energies are from ωB97M-V with the def2-TZVPD basis set.

## Properties
<S²>: 0.7521
Highest occupied orbital energy (spin up / spin down) in Ha: 0.01678 / -0.09603

ORCA input file:
```
! RIJCOSX wB97M-V def2-TZVPD def2/J DEFGRID3
* xyz -1 2
H -0.1066 2.2514 0.3100
H 1.2422 -1.2580 -1.3797
H -1.1343 1.1855 -0.7863
H 1.6525 0.4483 0.2811
H -0.3107 -0.7494 -1.5677
C 0.7487 0.4266 -0.3108
S -0.6906 -1.0068 2.4339
H 0.1688 -1.5034 -0.1435
C -0.2080 1.3280 -0.2719
H -1.8044 -0.2732 2.3542
N 0.4425 -0.8492 -0.9194
*
```



*2*
Here is a cluster of 2 separate species, C2H7NS in total from the OMol25 dataset. Energies are from ωB97M-V with the def2-TZVPD basis set.

## Properties
<S²>: 0.7508
Highest occupied orbital energy (spin up / spin down) in Ha: 0.04347 / -0.18460

ORCA input file:
```
! RIJCOSX wB97M-V def2-TZVPD def2/J DEFGRID3
* xyz -1 2
H -1.0265 1.4890 1.8375
H -0.7001 0.8109 -2.1219
H 1.6505 -3.0255 -0.6507
N -0.2903 1.3390 1.1671
C -0.2138 1.2550 -1.2653
H 0.4421 2.0294 1.1394
H 0.7700 -3.9526 0.9200
C -0.8022 1.0269 -0.0931
S 0.9344 -2.6802 0.4430
H 0.8589 1.3791 -1.3694
H -1.6229 0.3290 -0.0065
*
```



Most favorable structure: *2*. The second most favorable one is 105.2 kJ/mol above it.



*1*
Here is a structure of composition C18H20N4O4 from the OMol25 dataset. Energies are from ωB97M-V with the def2-TZVPD basis set.

## Properties
Highest occupied orbital energy in Ha: -0.26777

ORCA input file:
```
! RIJCOSX wB97M-V def2-TZVPD def2/J DEFGRID3
* xyz 0 1
C -2.6824 -0.5772 -0.8890
H 2.4323 3.8602 -0.2837
C 5.7110 -2.1044 0.3658
H 6.2540 0.2326 -0.5457
C 5.4772 0.3437 -0.1523
H 5.8834 -4.2718 1.0402
H -5.8060 2.3129 1.4282
H -1.7320 2.4094 0.9374
C -4.8072 -1.1050 -0.3499
N 4.3635 1.2501 -0.5771
C 4.8689 -1.2282 0.2041
C -4.9681 0.0718 0.4149
C 3.7921 2.3489 0.0630
O 4.2670 2.7452 1.0565
N 2.9372 -2.5488 0.7213
C -5.9683 -2.9785 -1.0685
C 1.8380 2.0810 -1.3014
N -0.4277 1.1415 -0.6440
H -5.7921 0.1639 1.0439
H -5.3588 -3.6384 -0.9224
C -3.6821 -1.5168 -1.2058
H -5.2008 1.4917 2.7595
C -5.0631 2.4045 2.0764
H -1.8187 -0.7196 -1.4629
C 5.2544 -3.2119 0.7860
C -2.7472 0.5038 0.0521
H 6.8400 -1.8668 0.4662
H 3.1444 3.4740 -1.7213
H -4.6918 3.3039 2.7648
C -3.8527 0.9196 0.5026
H -5.7334 -2.7382 -2.2139
H 5.7581 0.8277 0.6018
H 3.3885 -4.5023 1.1498
C -1.5850 1.4694 0.1192
H 3.9388 1.0438 -1.8211
H 2.7946 -0.3710 0.1016
H -6.8490 -3.4812 -1.0195
C 3.9006 -3.5247 0.9530
H -3.6906 -2.3384 -1.6752
C 3.5350 -1.1654 0.2492
O 1.8926 1.1227 -1.9136
H 0.5807 2.8329 0.2913
O -3.8740 2.2046 1.4336
C 2.7704 2.9731 -0.9807
N 0.5408 2.0917 -0.4641
O -5.8326 -1.7360 -0.3703
*
```



*2*
Here is the molecule C18H20N4O4 from the OMol25 dataset. Energies are from ωB97M-V with the def2-TZVPD basis set.

## Properties
SMILES string: CCN(CC(=O)Nc1ccc(NC(C)=O)cc1)C(=O)c1ccc(=O)[nH]c1
Highest occupied orbital energy in Ha: -0.30446

ORCA input file:
```
! RIJCOSX wB97M-V def2-TZVPD def2/J DEFGRID3
* xyz 0 1
C 1.5290 -1.1468 -0.4806
C -1.6829 2.5879 1.1239
C -3.9219 -0.0663 -0.0520
H 1.4118 -0.1355 -0.8351
H 0.0179 -4.1249 -0.1219
C -0.8044 -1.6214 -1.0671
H -1.0757 -1.3000 3.0945
C -1.8212 -1.9114 1.1764
C 0.7873 -3.3680 -0.0508
C -2.0864 1.6988 0.1251
H -2.8536 -2.0719 1.4959
H -0.1253 3.8274 1.8902
C 0.4599 2.8444 0.0737
H 4.0364 4.5310 -0.5963
N 1.7540 3.3921 0.0946
O 4.2151 -2.9251 0.9135
C 0.5036 -2.0455 -0.4834
O -5.0756 -0.2667 0.2730
N 2.7439 -1.4733 -0.0097
H -0.1598 -0.6436 1.7342
C -3.1405 -1.1457 -0.7830
N -3.3640 1.1395 0.2491
O 2.9248 1.5988 -0.6575
H -1.7377 0.0291 2.1445
C -1.2305 1.4610 -0.9437
C -1.1569 -0.8863 2.0928
C 3.0937 -2.7283 0.4835
H 5.0015 3.0496 -0.4490
C 2.9007 2.7406 -0.2535
H -2.9640 -0.8434 -1.8204
C 0.0324 2.0243 -0.9637
H 2.2550 -4.6939 0.7354
H -2.3598 2.8252 1.9326
H 0.6852 1.8359 -1.8006
N -1.8557 -1.5026 -0.2166
H -4.0010 1.6976 0.8099
H -1.5366 0.8488 -1.7734
H 4.2926 3.7929 0.9915
H 1.8504 4.2703 0.5843
C 2.0194 -3.6923 0.4118
H -1.2889 -2.8610 1.2666
O -0.8975 -1.3401 -2.2494
H 3.4680 -0.7630 -0.0305
C -0.4262 3.1527 1.1019
C 4.1388 3.5868 -0.0662
H -3.8002 -2.0236 -0.7973
*
```



Most favorable structure: *2*. The second most favorable one is 1869.9 kJ/mol above it.



*1*
Here is the molecule C3H4Cl2 from the OMol25 dataset. Energies are from ωB97M-V with the def2-TZVPD basis set.

## Properties
SMILES string: Cl[C@H]1C[C@@H]1Cl
Highest occupied orbital energy in Ha: -0.30288

ORCA input file:
```
! RIJCOSX wB97M-V def2-TZVPD def2/J DEFGRID3
* xyz 0 1
Cl 2.0836 -1.2374 -0.0812
H 0.9247 -0.7504 1.6615
H 0.4814 1.3464 -0.6164
Cl -2.1244 -1.2270 0.0546
C -0.0341 0.6573 0.0744
C -0.6640 -0.6073 -0.5920
C 0.7875 -0.4240 0.6067
H -0.3794 -1.1608 -1.5259
H -0.6903 1.1441 0.7357
*
```



*2*
Here is the molecule C3H4Cl2 from the OMol25 dataset. Energies are from ωB97M-V with the def2-TZVPD basis set.

## Properties
SMILES string: C=CC(Cl)Cl
Highest occupied orbital energy in Ha: -0.37289

ORCA input file:
```
! RIJCOSX wB97M-V def2-TZVPD def2/J DEFGRID3
* xyz 0 1
C 0.9214 0.4524 -0.3512
H 0.4177 1.3872 -0.7015
C -0.0879 -0.4565 0.3844
Cl 1.9982 1.1338 0.8036
Cl 1.6309 -0.2705 -1.7253
H -2.0996 -1.1484 0.5547
H -1.8229 0.5460 -0.1999
C -1.4427 -0.3184 0.2786
H 0.4849 -1.3256 0.9566
*
```



Most favorable structure: *2*. The second most favorable one is 144.9 kJ/mol above it.



*1*
Here is the molecule C2H5N3OS from the OMol25 dataset. Energies are from ωB97M-V with the def2-TZVPD basis set.

## Properties
SMILES string: [H]/N=C(\N)ONC=S
Highest occupied orbital energy in Ha: -0.32655

ORCA input file:
```
! RIJCOSX wB97M-V def2-TZVPD def2/J DEFGRID3
* xyz 0 1
N 0.2212 -1.2562 1.1175
C -1.7504 1.7350 -0.2977
S -2.9830 2.0561 0.7155
H -1.0013 0.2405 0.8898
H -1.5781 2.1271 -1.3466
N -0.7149 1.0634 0.3314
H 2.1361 -2.0658 -0.1533
H 0.4842 -2.2586 1.0900
C 0.6749 -0.6644 0.0730
O 0.2815 0.4358 -0.4852
N 1.7496 -1.0491 -0.7687
H 2.4803 -0.3639 -1.1657
*
```



*2*
Here is the molecule C2H5N3OS from the OMol25 dataset. Energies are from ωB97M-V with the def2-TZVPD basis set.

## Properties
SMILES string: [H]/N=C(/N)ONC=S
Highest occupied orbital energy in Ha: -0.32420

ORCA input file:
```
! RIJCOSX wB97M-V def2-TZVPD def2/J DEFGRID3
* xyz 0 1
H 0.8205 -1.3996 0.7683
N 0.7387 -0.6688 1.4861
H 0.4432 -1.0935 -2.8954
N -0.2789 -0.6460 -1.0457
C -0.0813 0.1965 1.0750
O -0.5993 0.3940 -0.1680
H -1.0955 -1.2912 -1.3112
H -0.4172 1.0126 2.8315
C 0.5556 -0.3500 -2.0704
S 1.7187 0.8231 -2.0895
H -1.3477 1.7308 1.5495
N -0.4566 1.2922 1.8698
*
```



Most favorable structure: *2*. The second most favorable one is 156.2 kJ/mol above it.